[1]
{"formula": "C24H48Cl24", "method": "ωB97M-V/def2-TZVPD", "elements": ["Cl", "C", "C", "Cl", "H", "H", "H", "H", "Cl", "C", "C", "Cl", "H", "H", "H", "H", "Cl", "C", "C", "Cl", "H", "H", "H", "H", "Cl", "C", "C", "Cl", "H", "H", "H", "H", "Cl", "C", "C", "Cl", "H", "H", "H", "H", "Cl", "C", "C", "Cl", "H", "H", "H", "H", "Cl", "C", "C", "Cl", "H", "H", "H", "H", "Cl", "C", "C", "Cl", "H", "H", "H", "H", "Cl", "C", "C", "Cl", "H", "H", "H", "H", "Cl", "C", "C", "Cl", "H", "H", "H", "H", "Cl", "C", "C", "Cl", "H", "H", "H", "H", "Cl", "C", "C", "Cl", "H", "H", "H", "H"], "xyz": [[-1.1751, -1.9311, 0.0775], [-0.2796, -0.7344, -0.9321], [1.2169, -0.9219, -0.6108], [1.6866, -2.4291, -1.3824], [-0.5737, 0.2443, -0.5529], [-0.5310, -0.7307, -1.9926], [1.3822, -0.9656, 0.4657], [1.8221, -0.0721, -0.9266], [1.3380, -3.3876, 7.8205], [1.5696, -3.6524, 6.0514], [0.6724, -4.8393, 5.6723], [1.3041, -5.6383, 4.2761], [2.6456, -3.7919, 5.9477], [1.2606, -2.8184, 5.4213], [-0.3891, -4.6451, 5.5183], [0.6282, -5.6428, 6.4074], [0.0917, 3.2947, 7.8797], [-1.5291, 3.5196, 7.1975], [-1.4752, 3.7725, 5.6866], [-0.8496, 2.3148, 4.9516], [-1.8920, 4.4777, 7.5696], [-2.2211, 2.7591, 7.5591], [-0.7799, 4.5778, 5.4492], [-2.4784, 3.9713, 5.3095], [-3.2835, 2.7121, -9.5568], [-2.7130, 3.5253, -8.0567], [-3.6623, 3.4566, -6.8493], [-3.9975, 1.7885, -6.4069], [-2.5358, 4.5858, -8.2354], [-1.7477, 3.0830, -7.8106], [-4.5239, 4.0928, -7.0516], [-3.1984, 3.8678, -5.9527], [-2.4888, -8.6827, -1.8715], [-2.3227, -8.1992, -0.1649], [-3.6531, -8.5447, 0.5249], [-3.5584, -8.3384, 2.2744], [-1.8995, -7.2046, -0.0241], [-1.5743, -8.7781, 0.3762], [-4.1449, -9.4902, 0.2961], [-4.3861, -7.8568, 0.1036], [2.1942, 6.1046, 0.0915], [2.4328, 7.8840, 0.3164], [2.1832, 8.7274, -0.9375], [0.5712, 8.6314, -1.6727], [3.4663, 8.0045, 0.6415], [1.7167, 8.2394, 1.0573], [2.9797, 8.6608, -1.6787], [2.2849, 9.7466, -0.5649], [3.9497, 3.0795, -5.4875], [4.8918, 4.5764, -5.3507], [4.6513, 5.5688, -6.5823], [2.9907, 6.3118, -6.5020], [5.9197, 4.2538, -5.1847], [4.5999, 5.0728, -4.4253], [4.8069, 5.0361, -7.5205], [5.3862, 6.3724, -6.6277], [7.7536, 0.3114, 7.0062], [6.3333, 1.3706, 6.6151], [6.2452, 1.4860, 5.0299], [5.9239, -0.0214, 4.2180], [6.4729, 2.3296, 7.1139], [5.4780, 0.9182, 7.1171], [7.1971, 1.8774, 4.6711], [5.4310, 2.1311, 4.6995], [-5.3181, -2.1186, 7.0069], [-6.3486, -2.2279, 5.5451], [-7.6208, -1.3764, 5.6984], [-7.4199, 0.3499, 5.9583], [-6.5584, -3.2518, 5.2359], [-5.6669, -1.8143, 4.8019], [-8.2750, -1.8267, 6.4450], [-8.1409, -1.3899, 4.7406], [-7.3226, 4.9952, -1.9361], [-7.3110, 3.5508, -0.9340], [-6.4268, 3.7438, 0.3065], [-4.6893, 4.0769, -0.0059], [-6.8791, 2.7063, -1.4709], [-8.3655, 3.3308, -0.7674], [-6.5431, 2.8981, 0.9843], [-6.8401, 4.5700, 0.8849], [-1.0204, -5.2451, -7.5520], [-1.2455, -3.5510, -6.8842], [-0.0196, -2.7753, -7.4367], [-0.0839, -2.4826, -9.2133], [-1.2699, -3.7202, -5.8077], [-2.2307, -3.1698, -7.1528], [0.9284, -3.2444, -7.1734], [0.0389, -1.7541, -7.0601], [8.1905, -6.6289, -0.0403], [6.8058, -6.4163, -1.1618], [7.1547, -6.9957, -2.5678], [8.7059, -6.4273, -3.2400], [6.5175, -5.3722, -1.2839], [5.9338, -6.8864, -0.7071], [6.3249, -6.9137, -3.2698], [7.3816, -8.0546, -2.4440]], "mulliken_charge": [-0.174, -0.433, -0.424, -0.180, 0.262, 0.338, 0.310, 0.301, -0.218, -0.359, -0.424, -0.206, 0.302, 0.291, 0.322, 0.290, -0.163, -0.433, -0.419, -0.181, 0.261, 0.353, 0.299, 0.282, -0.175, -0.442, -0.403, -0.184, 0.310, 0.309, 0.310, 0.275, -0.195, -0.402, -0.493, -0.195, 0.342, 0.286, 0.354, 0.303, -0.191, -0.419, -0.434, -0.165, 0.302, 0.293, 0.335, 0.278, -0.171, -0.438, -0.430, -0.176, 0.315, 0.284, 0.311, 0.304, -0.187, -0.417, -0.435, -0.164, 0.296, 0.305, 0.306, 0.297, -0.191, -0.422, -0.419, -0.166, 0.326, 0.276, 0.329, 0.267, -0.181, -0.414, -0.454, -0.168, 0.287, 0.311, 0.311, 0.310, -0.200, -0.374, -0.445, -0.174, 0.266, 0.312, 0.333, 0.282, -0.176, -0.382, -0.475, -0.174, 0.295, 0.294, 0.342, 0.277], "energy_ha": -11987.79917, "de_lowest_kj_mol": 393.2, "total_charge": 0, "gap_ev": 10.5, "homo_ev": -10.6, "smiles": "ClCCCl.ClCCCl.ClCCCl.ClCCCl.ClCCCl.ClCCCl.ClCCCl.ClCCCl.ClCCCl.ClCCCl.ClCCCl.ClCCCl", "largest_force_ha_per_bohr": 0.038}


[2]
{"formula": "C26H29N5O2SV", "method": "ωB97M-V/def2-TZVPD", "elements": ["V", "C", "C", "C", "C", "C", "C", "C", "C", "N", "C", "O", "C", "C", "C", "C", "C", "N", "C", "O", "N", "C", "C", "C", "C", "C", "C", "C", "C", "H", "H", "H", "H", "H", "H", "H", "H", "H", "H", "H", "H", "H", "H", "H", "H", "H", "H", "H", "H", "H", "C", "N", "C", "S", "N", "C", "H", "H", "H", "H", "H", "H", "H", "H"], "xyz": [[-0.4992, -0.0763, -0.1167], [0.7192, 0.6858, 3.7338], [1.4528, -0.5509, 3.2874], [2.6766, -0.8744, 3.8692], [3.3190, -2.0610, 3.5631], [2.7291, -2.9501, 2.6768], [1.5155, -2.6540, 2.0693], [0.8728, -3.6343, 1.1268], [0.8886, -1.4367, 2.3636], [-0.3060, -1.1013, 1.6607], [-1.4795, -1.3561, 2.3187], [-1.6262, -1.7063, 3.4797], [-2.6780, -1.2109, 1.4129], [-3.9811, -1.5826, 1.6840], [-4.9101, -1.4965, 0.6489], [-4.5204, -1.0987, -0.6279], [-3.1967, -0.7469, -0.8184], [-2.3558, -0.7573, 0.2085], [-2.5185, -0.4351, -2.1325], [-3.1869, -0.1961, -3.1235], [-1.1463, -0.4967, -2.0209], [-0.3611, -0.5187, -3.2001], [-0.6349, -1.3785, -4.2782], [-1.7637, -2.3696, -4.2602], [0.2235, -1.3660, -5.3747], [1.3498, -0.5631, -5.4178], [1.6555, 0.2216, -4.3186], [0.8217, 0.2366, -3.2109], [1.2109, 1.0231, -1.9911], [1.4141, 1.4793, 4.0163], [0.0338, 1.0589, 2.9743], [0.1089, 0.4506, 4.6084], [3.1179, -0.1851, 4.5816], [4.2725, -2.2986, 4.0187], [3.2205, -3.8878, 2.4430], [1.5897, -4.3888, 0.8046], [0.0384, -4.1453, 1.6141], [0.4695, -3.1381, 0.2439], [-4.2403, -1.9437, 2.6691], [-5.9402, -1.7757, 0.8296], [-5.2069, -1.0757, -1.4625], [-1.9118, -2.7758, -3.2571], [-2.7051, -1.9105, -4.5596], [-1.5406, -3.1978, -4.9330], [0.0071, -2.0297, -6.2042], [1.9993, -0.5751, -6.2833], [2.5589, 0.8213, -4.3087], [2.0687, 1.6671, -2.1846], [0.3958, 1.6686, -1.6519], [1.5142, 0.3406, -1.1678], [2.5854, 3.3797, 1.1090], [1.2838, 2.7263, 1.1575], [0.0983, 3.1863, 0.7720], [-1.2203, 2.0981, 0.5179], [-0.1396, 4.4885, 0.5913], [0.5884, 5.6280, 1.1355], [3.3316, 2.6300, 1.3575], [2.6690, 4.1875, 1.8323], [2.7976, 3.7585, 0.1084], [1.2850, 1.7283, 1.3151], [-1.0852, 4.6617, 0.2907], [1.5615, 5.7573, 0.6674], [0.7086, 5.5450, 2.2166], [0.0003, 6.5171, 0.9264]], "mulliken_spin": [1.074, 0.004, -0.063, 0.010, 0.002, 0.005, -0.049, 0.004, 0.035, 0.006, 0.026, -0.001, -0.010, 0.007, -0.011, 0.007, -0.011, -0.024, -0.001, -0.002, -0.021, -0.034, -0.002, 0.001, 0.001, -0.001, 0.001, 0.012, 0.035, 0.001, -0.005, 0.000, 0.000, 0.000, 0.000, 0.000, 0.000, -0.003, 0.000, -0.001, 0.000, 0.000, 0.000, 0.000, 0.000, 0.000, 0.000, 0.002, -0.004, 0.013, 0.001, -0.007, 0.011, -0.021, 0.002, 0.000, 0.000, 0.000, 0.000, 0.012, 0.000, 0.000, 0.000, 0.000], "s_squared": 0.76, "energy_ha": -2774.68750, "de_lowest_kj_mol": 30.3, "multiplicity": 2, "total_charge": 0, "gap_ev": [7.0, 6.3], "homo_ev": [-6.9, -6.3], "largest_force_ha_per_bohr": 0.010}


[3]
{"formula": "C3H5N3", "method": "ωB97M-V/def2-TZVPD", "elements": ["N", "C", "C", "C", "N", "N", "H", "H", "H", "H", "H"], "xyz": [[1.2902, 0.8823, -1.2258], [0.4167, 0.4102, -0.2654], [-0.7192, -0.4642, -0.5265], [-0.9616, -1.1812, 0.6297], [-0.3805, -0.2961, 1.5468], [0.5911, 0.5322, 1.0288], [0.8728, 1.0517, -2.1280], [1.9600, 1.5694, -0.9086], [-1.4771, -0.3383, -1.2646], [-0.6057, -2.2058, 0.8514], [-0.9867, 0.0398, 2.2622]], "mulliken_charge": [-0.462, 0.643, -0.457, -0.352, 0.024, -0.674, 0.230, 0.251, 0.338, 0.211, 0.248], "energy_ha": -281.44902, "de_lowest_kj_mol": 370.3, "total_charge": 0, "gap_ev": 8.0, "homo_ev": -7.9, "smiles": "Nc1cc[nH]n1", "largest_force_ha_per_bohr": 0.069}


[4]
{"formula": "C24H33Br2ClN2O4", "method": "ωB97M-V/def2-TZVPD", "elements": ["C", "C", "C", "O", "C", "C", "C", "Cl", "C", "C", "N", "C", "C", "Br", "C", "C", "Br", "C", "C", "C", "C", "C", "C", "C", "C", "O", "C", "N", "C", "H", "H", "H", "H", "H", "H", "H", "H", "H", "H", "H", "H", "H", "H", "H", "H", "H", "H", "H", "H", "H", "H", "H", "H", "H", "H", "H", "H", "H", "O", "C", "C", "O", "H", "H", "H", "H"], "xyz": [[-4.3463, 1.1069, 0.5768], [-3.7871, 0.8676, -0.8600], [-3.6693, 2.1713, -1.6847], [-2.4768, 2.2901, -2.4382], [-2.2863, 1.2036, -3.2760], [-3.0220, 1.1646, -4.4320], [-2.8509, 0.0803, -5.2858], [-3.7334, -0.0330, -6.8187], [-2.0053, -0.9316, -4.9762], [-1.2341, -0.9226, -3.7948], [-0.4232, -1.9821, -3.5577], [0.2248, -1.8326, -2.3894], [1.1106, -2.9723, -1.9935], [3.0048, -2.8997, -2.2740], [0.5205, -4.0390, -1.4632], [-0.9853, -4.1002, -1.2676], [1.5100, -5.6164, -0.9160], [0.1427, -0.7259, -1.5279], [0.9539, -0.6540, -0.2445], [0.4185, -1.5641, 0.8976], [0.5497, -0.8255, 2.2530], [1.9740, -0.3462, 2.5616], [1.9453, 0.7367, 3.6820], [3.0210, 0.4974, 4.7576], [2.9001, 1.5330, 5.8996], [2.3755, 0.9228, 7.0746], [2.5751, 1.7988, 8.1745], [-0.6530, 0.3099, -1.7829], [-1.3821, 0.1901, -2.9442], [-5.4292, 0.9652, 0.6450], [-3.8835, 0.3476, 1.2233], [-4.0066, 2.0708, 0.9718], [-2.8383, 0.3419, -0.7361], [-4.4581, 0.1641, -1.3717], [-4.5421, 2.2090, -2.3604], [-3.7581, 3.0099, -0.9829], [-3.7222, 1.9435, -4.7182], [-1.9028, -1.7710, -5.6582], [-1.3055, -3.2029, -0.7320], [-1.5098, -4.1367, -2.2275], [-1.2801, -4.9605, -0.6567], [1.9880, -0.9213, -0.4768], [0.8762, 0.3774, 0.1140], [-0.6368, -1.8281, 0.7672], [1.0392, -2.4673, 0.9754], [0.2406, -1.4670, 3.0943], [-0.1342, 0.0360, 2.2234], [2.6277, -1.1655, 2.8903], [2.4715, 0.1279, 1.7086], [0.9743, 0.7497, 4.1973], [2.1137, 1.7369, 3.2626], [2.8958, -0.4910, 5.2199], [4.0356, 0.5505, 4.3458], [3.8691, 2.0089, 6.1284], [2.2232, 2.3361, 5.5572], [3.6626, 1.8640, 8.3544], [2.0699, 1.3758, 9.0453], [2.2166, 2.8086, 7.9248], [1.0508, 1.6776, -5.3679], [2.0497, 1.2433, -4.6212], [1.8847, 1.7455, -3.0533], [2.8893, 1.3274, -2.3006], [3.0742, 1.5830, -4.9089], [2.1722, 0.1377, -4.5383], [0.8648, 1.3936, -2.7641], [1.7460, 2.8514, -3.1242]], "mulliken_charge": [-1.327, 0.585, -0.807, -0.500, 0.869, -0.632, 0.262, -0.309, -0.700, 0.211, -0.740, 0.035, -0.404, -0.107, 0.127, -1.030, -0.246, 1.421, -1.084, -0.012, -1.331, -0.280, -0.989, -0.495, -0.606, -0.325, -0.714, -0.753, -0.012, 0.310, 0.329, 0.364, -0.335, 0.297, 0.230, 0.503, 0.423, 0.405, 0.204, 0.273, 0.403, 0.230, 0.711, 0.124, 0.266, 0.411, 0.433, 0.365, 0.397, 0.352, 0.329, 0.357, 0.234, 0.405, 0.387, 0.290, 0.245, 0.293, -0.810, -0.386, 0.270, -0.827, 0.315, 0.035, -0.277, 0.337], "energy_ha": -6952.79932, "total_charge": -2, "gap_ev": 2.2, "homo_ev": 1.4, "largest_force_ha_per_bohr": 0.027}


[5]
{"formula": "C15H24N2O2", "method": "ωB97M-V/def2-TZVPD", "elements": ["C", "C", "C", "C", "C", "C", "N", "C", "C", "O", "C", "C", "C", "C", "O", "C", "C", "C", "N", "H", "H", "H", "H", "H", "H", "H", "H", "H", "H", "H", "H", "H", "H", "H", "H", "H", "H", "H", "H", "H", "H", "H", "H"], "xyz": [[-1.6475, 1.1117, -1.2221], [-0.6940, 0.8042, -2.3746], [0.5749, -0.0008, -1.9966], [0.9474, 0.2522, -0.6058], [1.2753, 0.3924, 0.5397], [1.6171, 0.6138, 1.9322], [0.4549, 1.0652, 2.6833], [-0.5876, 0.0568, 2.7418], [-1.8069, 0.6464, 3.4486], [-1.4840, 1.0818, 4.7482], [-0.4553, 2.0419, 4.7037], [0.7990, 1.4871, 4.0278], [1.7719, 0.4012, -2.8865], [1.5162, 0.1654, -4.3699], [0.4210, -1.4040, -2.2270], [-0.5305, -2.0877, -1.4567], [-0.3337, -3.5859, -1.7216], [-0.6810, -3.9038, -3.0837], [-0.9733, -4.1443, -4.1618], [-1.1465, 1.7039, -0.4599], [-2.0264, 0.2074, -0.7523], [-2.4964, 1.6789, -1.5987], [-0.3728, 1.7540, -2.8053], [-1.2164, 0.2436, -3.1525], [2.0452, -0.3187, 2.3499], [2.3814, 1.3961, 1.9881], [-0.8546, -0.2298, 1.7226], [-0.2492, -0.8424, 3.2905], [-2.5904, -0.1047, 3.5621], [-2.1897, 1.4904, 2.8552], [-0.2469, 2.3171, 5.7390], [-0.7968, 2.9286, 4.1486], [1.5592, 2.2698, 3.9742], [1.1940, 0.6478, 4.6299], [2.6263, -0.2007, -2.5711], [2.0070, 1.4505, -2.6980], [0.7391, 0.8247, -4.7474], [1.2100, -0.8641, -4.5323], [2.4270, 0.3524, -4.9339], [-1.5550, -1.7997, -1.7364], [-0.3845, -1.8819, -0.3847], [-0.9628, -4.1722, -1.0476], [0.7154, -3.8450, -1.5590]], "mulliken_charge": [-1.283, -1.019, 2.179, -1.164, 0.254, -0.765, 0.006, 0.087, -0.847, -0.378, -0.656, -0.570, -1.010, -1.233, -0.432, 0.057, -0.587, 0.234, -0.453, 0.336, 0.242, 0.457, 0.491, 0.390, 0.357, 0.351, -0.191, 0.332, 0.370, 0.350, 0.361, 0.353, 0.387, 0.339, 0.436, 0.387, 0.289, 0.286, 0.408, 0.270, -0.081, 0.375, 0.286], "energy_ha": -845.85669, "de_lowest_kj_mol": 539.5, "total_charge": 0, "gap_ev": 9.8, "homo_ev": -9.1, "smiles": "CCC(C#CCN1CCOCC1)(CC)OCCC#N", "largest_force_ha_per_bohr": 0.015}


Q: What is the formula in the fourth record?
A: C24H33Br2ClN2O4